The following is a quantum chemistry calculation of a cluster of 3 separate species, C3H11NOS in total, from the Open Molecules 2025 dataset.

Summary:
Highest occupied orbital energy   -9.254 eV

Cartesian coordinates (Å):
C -1.6891 -0.3222 0.4515
C -0.2129 -0.7335 0.4861
C 0.6580 0.0059 1.4902
S 3.4259 0.1041 -1.3289
N 0.3718 -0.7508 -0.8467
H -2.1853 -0.3964 1.4165
H -2.1689 -1.0265 -0.2368
H -1.8314 0.6576 0.0053
H -0.2501 -1.7654 0.8618
H 1.1494 0.9007 1.1008
H 0.1205 0.2101 2.4100
H 1.4940 -0.6581 1.7437
H 0.3412 -1.6007 -1.3922
H 1.3786 -0.5580 -0.8149
H 0.2599 1.3680 -1.5730
H -0.3561 2.6110 -2.2309
O -0.5056 1.9543 -1.5423

Force components x, y, z for each atom (eV/Å):
C 0.18 -0.15 -0.87
C -0.78 -0.90 0.55
C 0.77 -0.34 -0.30
S 0.37 0.13 -0.10
N 1.57 0.66 -0.27
H 0.15 0.02 0.12
H -0.20 0.06 0.15
H 0.08 0.22 0.18
H 0.08 -0.08 0.02
H -0.47 0.22 -0.03
H -0.10 0.20 0.01
H -0.04 0.07 0.12
H -0.75 -0.24 0.25
H -0.65 0.01 0.24
H -0.25 -0.36 0.04
H -0.04 0.00 0.07
O 0.09 0.47 -0.17

How positive or negative is each atom? The natural (NBO) charges in e answer that:
1 C -0.615
2 C -0.047
3 C -0.618
4 S -0.028
5 N -0.855
6 H 0.203
7 H 0.201
8 H 0.234
9 H 0.164
10 H 0.213
11 H 0.218
12 H 0.201
13 H 0.372
14 H 0.364
15 H 0.481
16 H 0.464
17 O -0.953